No. 1
A molecular structure, C25H43Ag2FN2O12. Source: the OMol25 dataset; level of theory: ωB97M-V with the def2-TZVPD basis set.

Output
2S+1: 4
Lowest unoccupied orbital energy (spin up / spin down) in eV: -2.82 / -7.26
Charge: +1
HOMO energy (spin up / spin down) in eV: -8.860 / -11.815

Geometry (Å):
Ag 3.561086 -0.604600 -1.433941
Ag 1.468298 -3.442928 -1.637632
F 3.332144 -2.738216 -0.439650
N 0.687683 -0.615286 0.281318
O -0.095175 -0.024551 1.020075
O 0.618968 -1.811877 0.040728
O 1.648296 -0.019775 -0.184541
C -1.848907 4.909205 -2.222517
C -2.155175 3.432323 -2.348960
C -3.388181 3.397578 -3.217344
C -3.638299 2.019069 -3.865003
C -2.334459 1.564182 -4.627089
C -1.045771 1.584313 -3.740923
N -0.979598 2.940110 -3.058884
O 0.192436 2.974242 -2.274522
C -0.922553 0.247975 -2.809514
C 0.144369 1.565850 -4.699411
C -2.440856 2.703760 -1.051602
H -1.644159 5.455812 -3.143062
H -1.017137 5.110367 -1.547401
H -2.729176 5.370624 -1.774948
H -4.223408 3.763703 -2.620314
H -3.326106 4.032620 -4.101072
H -4.576689 2.090898 -4.414885
H -3.883650 1.333146 -3.054184
H -2.187857 2.143345 -5.538780
H -2.533104 0.537606 -4.934951
H -0.674662 -0.669114 -3.343942
H -0.104155 0.422718 -2.111088
H -1.846084 0.043288 -2.267955
H 0.162196 0.723420 -5.390862
H 0.220722 2.407304 -5.388056
H 1.089496 1.430773 -4.173487
H -1.885934 3.216939 -0.266229
H -2.214155 1.637598 -1.052541
H -3.466195 2.832190 -0.704799
H 0.086935 2.190744 -1.729916
O 1.609493 5.896899 2.980562
C 1.614978 4.846510 2.361315
O 0.802883 4.554569 1.340636
C 0.900796 3.204294 0.964655
C 1.710898 2.550494 2.193660
C 2.577306 3.733154 2.599045
H 1.440927 2.994029 0.041529
H -0.104923 2.785682 1.002033
H 2.224708 1.637347 1.893200
H 1.069190 2.382833 3.058649
H 3.399723 3.928280 1.910821
H 2.959939 3.765767 3.619154
O 4.675289 0.027191 0.472180
C 4.896292 -0.571909 1.489677
O 6.114155 -1.063258 1.737982
C 6.132235 -1.849698 2.928777
C 4.667925 -1.985374 3.354595
C 3.927629 -0.880681 2.610686
H 6.741313 -1.414067 3.720830
H 6.460074 -2.840015 2.612715
H 4.521248 -1.904067 4.431610
H 4.197941 -2.879671 2.945395
H 3.901827 -0.014173 3.271447
H 2.967357 -1.172028 2.185131
O -0.834553 -3.838159 -1.388833
C -1.926194 -3.753327 -0.850545
O -2.381850 -4.795918 -0.189437
C -3.476502 -4.291987 0.602295
C -4.107573 -3.104950 -0.087383
C -2.948702 -2.602061 -0.827568
H -3.031448 -4.055020 1.568664
H -4.151468 -5.111146 0.850254
H -4.522873 -2.373281 0.605653
H -4.854811 -3.574745 -0.726933
H -2.603058 -1.724641 -0.280956
H -3.230362 -2.340577 -1.847568
O 2.069063 -3.848265 5.075144
C 1.160254 -3.987368 4.281894
O 0.284458 -4.953050 4.392801
C -0.718120 -4.959266 3.350147
C -0.593732 -3.520026 2.784784
C 0.728541 -2.939500 3.310792
H -1.755481 -5.012243 3.680569
H -0.480138 -5.734103 2.621383
H -1.466932 -2.969868 3.135416
H -0.626509 -3.417360 1.700125
H 0.552242 -2.003923 3.841559
H 1.455359 -2.976676 2.499345

Forces on atoms 1 to 3 (eV/Å):
Ag -0.6 -1.7 0.5
Ag 0.2 0.4 0.5
F 0.0 1.2 -0.8

---

No. 2
A molecular structure, C23H61FO7Si2. Source: the OMol25 dataset; level of theory: ωB97M-V with the def2-TZVPD basis set.

Output
Lowest unoccupied orbital energy in eV: 0.65
HOMO energy in eV: -9.357

Geometry (Å):
C 3.089309 0.046416 2.549335
C 2.149260 0.660974 1.461680
C 1.009298 1.512346 2.066853
O -0.223672 1.155483 1.397200
Si -1.535016 0.903273 2.375761
O -2.013021 -0.697377 2.547933
Si -1.334045 -1.869246 1.585830
F -2.515298 -2.658752 0.843885
H 2.910160 -1.031046 2.542443
H 4.138203 0.247999 2.345999
H 2.804857 0.387687 3.546252
H 2.784627 1.269708 0.818064
H 1.732785 -0.148158 0.866114
H 1.219233 2.542201 1.768952
H 0.963012 1.412409 3.151924
H -1.351930 1.443305 3.736549
H -2.674797 1.633836 1.791326
H -0.679124 -2.849658 2.460310
H -0.393479 -1.387515 0.578297
C -3.064272 0.589465 -3.640426
C -2.277664 1.875574 -3.826811
O -2.142345 2.632331 -2.636962
C -1.455089 1.993301 -1.576835
C -0.014673 1.642208 -1.910060
H -4.018831 0.787882 -3.151356
H -3.254817 0.116162 -4.603985
H -2.520821 -0.126514 -3.020443
H -2.804721 2.520172 -4.531329
H -1.294558 1.670989 -4.266178
H -2.010233 1.108677 -1.241562
H -1.464607 2.698435 -0.745098
H 0.043204 0.861282 -2.671246
H 0.499759 1.279530 -1.021604
H 0.512790 2.516459 -2.296014
C -5.651644 -2.725384 -1.365419
C -6.509650 -1.575873 -1.867776
O -6.491694 -1.428523 -3.276110
C -6.986118 -2.525592 -4.020608
C -8.444502 -2.844041 -3.744839
H -4.641942 -2.657870 -1.773682
H -5.592564 -2.707996 -0.276504
H -6.063994 -3.692929 -1.661856
H -6.121700 -0.638591 -1.465939
H -7.539402 -1.669715 -1.504896
H -6.359346 -3.410402 -3.860578
H -6.873887 -2.248960 -5.070163
H -8.583516 -3.224820 -2.732055
H -8.802557 -3.606072 -4.438042
H -9.063417 -1.951230 -3.850456
C -8.458756 -8.284983 -3.603489
C -7.695244 -6.984514 -3.788516
O -7.572072 -6.224121 -2.601017
C -6.867029 -6.836544 -1.536246
C -5.418218 -7.153298 -1.866806
H -9.416268 -8.100636 -3.114281
H -8.640482 -8.758235 -4.569042
H -7.904375 -8.993442 -2.985508
H -8.237057 -6.350562 -4.491889
H -6.709186 -7.169679 -4.229321
H -7.394837 -7.733049 -1.192291
H -6.895147 -6.122662 -0.711918
H -5.339815 -7.940302 -2.619236
H -4.891804 -7.493592 -0.974608
H -4.912888 -6.270023 -2.260859
C 7.779398 2.899397 0.290004
C 7.078104 2.517734 1.582861
O 6.978463 1.115391 1.779390
C 8.202879 0.414153 1.880432
C 9.058043 0.848583 3.059339
H 7.330959 2.379879 -0.558625
H 7.707621 3.974977 0.124215
H 8.838702 2.636731 0.313155
H 6.053494 2.890805 1.552956
H 7.556614 2.992888 2.443080
H 8.765181 0.486252 0.942523
H 7.935110 -0.636173 2.003309
H 9.434239 1.865041 2.930460
H 9.918499 0.187115 3.167529
H 8.476797 0.828059 3.982361
C 5.359152 6.203758 4.885767
C 6.718959 5.535323 4.774874
O 7.154411 5.351557 3.439725
C 7.335319 6.529215 2.674202
C 8.394849 7.463871 3.232967
H 4.625967 5.685699 4.265699
H 5.016032 6.194761 5.920775
H 5.392804 7.243650 4.556188
H 6.660960 4.535909 5.208113
H 7.472073 6.083373 5.351701
H 6.381535 7.052684 2.544927
H 7.644192 6.194495 1.682777
H 8.082832 7.904536 4.181469
H 8.586341 8.279699 2.535296
H 9.326098 6.924443 3.411684

Forces on atoms 1 to 3 (eV/Å):
C -0.9 -0.3 -0.5
C 0.8 0.0 1.1
C 0.8 -0.2 -1.8